1.
This record from OMol25 describes a 7-piece molecular cluster, C63H133N7O7 overall at a distorted geometry. The level of theory is ωB97M-V with the def2-TZVPD basis set.

Spin multiplicity   1
Structure (SMILES)   CC1(C)CCCC(C)(C)N1O.CC1(C)CCCC(C)(C)N1O.CC1(C)CCCC(C)(C)N1O.CC1(C)CCCC(C)(C)N1O.CC1(C)CCCC(C)(C)N1O.CC1(C)CCCC(C)(C)N1O.CC1(C)CCCC(C)(C)N1O
Kohn-Sham gap   8.284 eV
E_LUMO   0.29 eV

Cartesian coordinates (Å):
C: -7.4335 6.4357 1.2293
C: -7.3787 6.2197 -0.2876
C: -6.3261 7.1076 -0.9994
C: -6.9112 4.6970 -0.5966
C: -7.9318 3.5184 -0.2218
C: -9.2513 3.9046 -0.9944
C: -9.8059 5.3670 -0.7840
C: -10.6817 5.6691 -1.9814
C: -10.7085 5.4225 0.4878
N: -8.7483 6.3654 -0.8273
O: -9.2286 7.7050 -0.7504
H: -8.0131 5.6335 1.6861
H: -6.4136 6.4293 1.6137
H: -7.8280 7.4277 1.4493
H: -6.5872 8.1255 -0.7100
H: -5.2998 6.9499 -0.6676
H: -6.2271 7.0036 -2.0799
H: -6.5856 4.6131 -1.6334
H: -6.0552 4.5604 0.0643
H: -7.7600 2.4556 -0.3922
H: -8.0688 3.5754 0.8581
H: -10.1137 3.2405 -0.9349
H: -8.9236 3.8188 -2.0304
H: -10.1044 5.7619 -2.9013
H: -11.0926 6.6765 -1.9145
H: -11.4890 4.9557 -2.1469
H: -11.1659 6.4117 0.5079
H: -10.2455 5.3529 1.4721
H: -11.4949 4.7017 0.2638
H: -8.9945 8.0022 -1.6326
C: 4.0500 10.4419 0.7212
C: 5.2218 10.4320 -0.3934
C: 6.1913 9.2296 -0.1894
C: 4.4228 10.3074 -1.6610
C: 5.2866 10.6922 -2.8815
C: 5.8782 12.1615 -2.5763
C: 6.6630 12.3995 -1.1832
C: 8.1122 11.8800 -1.1818
C: 6.7384 13.9477 -1.0448
N: 5.8735 11.7729 -0.1457
O: 6.5129 11.9155 1.1523
H: 3.4556 9.5282 0.7171
H: 4.3248 10.6769 1.7495
H: 3.2684 11.1254 0.3895
H: 7.0589 9.4657 0.4266
H: 5.7291 8.2623 0.0073
H: 6.6398 8.8789 -1.1189
H: 4.3069 9.2315 -1.7917
H: 3.4743 10.8400 -1.7294
H: 6.0896 9.9757 -3.0546
H: 4.4728 10.6717 -3.6063
H: 5.0849 12.8974 -2.7080
H: 6.6087 12.4012 -3.3489
H: 8.6616 12.2604 -2.0429
H: 8.3263 10.8114 -1.1658
H: 8.7037 12.2290 -0.3353
H: 7.1960 14.4621 -1.8899
H: 7.1994 14.4260 -0.1807
H: 5.7044 14.2804 -0.9538
H: 5.9751 12.5477 1.6348
C: -2.6084 -11.8448 5.1753
C: -2.2938 -10.4383 4.5518
C: -2.7572 -9.2518 5.3961
C: -0.6891 -10.4176 4.3725
C: -0.1915 -9.2154 3.5489
C: -0.8764 -9.3101 2.1672
C: -2.4380 -9.4345 2.2212
C: -2.9967 -8.0137 2.4189
C: -2.8081 -9.9418 0.7724
N: -2.9276 -10.3814 3.1839
O: -4.2587 -10.5688 3.2386
H: -1.8730 -12.0562 5.9516
H: -3.6035 -11.9076 5.6157
H: -2.5225 -12.7144 4.5237
H: -3.7796 -8.9742 5.1397
H: -2.7303 -9.3732 6.4790
H: -2.1786 -8.3401 5.2474
H: -0.2526 -10.3206 5.3665
H: -0.3148 -11.3122 3.8748
H: -0.5869 -8.2838 3.9539
H: 0.8879 -9.1316 3.4224
H: -0.3753 -10.1424 1.6730
H: -0.5253 -8.4061 1.6694
H: -4.0845 -8.0693 2.3794
H: -2.6983 -7.3845 1.5803
H: -2.6631 -7.6442 3.3886
H: -2.6364 -9.1019 0.0992
H: -3.8243 -10.3309 0.7100
H: -2.1479 -10.7483 0.4534
H: -4.3052 -11.5273 3.2131
C: 8.6157 -3.5443 -4.1717
C: 8.2026 -4.8480 -4.8617
C: 8.3787 -4.7104 -6.3996
C: 9.1853 -5.9735 -4.2298
C: 8.7521 -7.3903 -4.6238
C: 7.2587 -7.6067 -4.2185
C: 6.2368 -6.4981 -4.5609
C: 5.6472 -6.8064 -5.9420
C: 5.0495 -6.5730 -3.5701
N: 6.8176 -5.1439 -4.4442
O: 5.9491 -4.1165 -4.8934
H: 7.9677 -2.6979 -4.3990
H: 8.4528 -3.6827 -3.1028
H: 9.6837 -3.3279 -4.1941
H: 8.8616 -3.7579 -6.6179
H: 9.0682 -5.4958 -6.7091
H: 7.4376 -4.6429 -6.9453
H: 10.1559 -5.8056 -4.6966
H: 9.2311 -5.8170 -3.1521
H: 9.1040 -7.3726 -5.6553
H: 9.2896 -8.1153 -4.0125
H: 7.1903 -7.8496 -3.1581
H: 6.9553 -8.4942 -4.7737
H: 5.3178 -7.8433 -6.0082
H: 6.3576 -6.6981 -6.7616
H: 4.7880 -6.2128 -6.2542
H: 5.4712 -6.5192 -2.5664
H: 4.6213 -7.5751 -3.5493
H: 4.2175 -5.8760 -3.6701
H: 5.7584 -3.6136 -4.0982
C: -10.1549 -7.9221 -2.2628
C: -9.6552 -6.6067 -2.9106
C: -9.8387 -5.4574 -1.9099
C: -8.1678 -6.7796 -3.2728
C: -7.6460 -5.7160 -4.3180
C: -8.6194 -5.6088 -5.4728
C: -10.0793 -5.4020 -5.1648
C: -10.4360 -3.9784 -4.7630
C: -10.7657 -5.7854 -6.5423
N: -10.4416 -6.4510 -4.1780
O: -11.7701 -6.6639 -4.0440
H: -9.8882 -8.7594 -2.9077
H: -9.5571 -8.0112 -1.3558
H: -11.2097 -7.8355 -2.0022
H: -9.4630 -5.7872 -0.9412
H: -9.2872 -4.5879 -2.2677
H: -10.8516 -5.0576 -1.9555
H: -7.5000 -6.7243 -2.4131
H: -8.0532 -7.7645 -3.7254
H: -7.6173 -4.7525 -3.8091
H: -6.6153 -5.9658 -4.5699
H: -8.5689 -6.4717 -6.1368
H: -8.2857 -4.8642 -6.1955
H: -9.6230 -3.4379 -4.2783
H: -11.2892 -4.0571 -4.0892
H: -10.6854 -3.1933 -5.4769
H: -10.2149 -5.3970 -7.3990
H: -11.7304 -5.3005 -6.6918
H: -10.9137 -6.8575 -6.6721
H: -12.0897 -7.3741 -4.6052
C: 4.8758 4.4932 9.8074
C: 5.7867 3.5440 8.9488
C: 6.1867 2.2589 9.7395
C: 4.8090 3.0055 7.8343
C: 4.5724 3.9413 6.7041
C: 5.8531 4.5476 6.1582
C: 6.8119 5.1177 7.1961
C: 8.1870 5.0997 6.4201
C: 6.4317 6.5433 7.6189
N: 6.9282 4.1841 8.3794
O: 7.9202 4.5475 9.2539
H: 4.1363 5.0714 9.2534
H: 4.3261 3.9626 10.5848
H: 5.3939 5.2931 10.3363
H: 5.3299 1.6862 10.0945
H: 6.7720 1.4922 9.2318
H: 6.6538 2.5838 10.6692
H: 5.1530 2.0522 7.4331
H: 3.8343 2.7838 8.2690
H: 3.9907 3.4903 5.9002
H: 4.0043 4.8085 7.0407
H: 5.5264 5.2338 5.3768
H: 6.2437 3.7183 5.5684
H: 8.3851 5.7504 5.5684
H: 8.4998 4.0861 6.1693
H: 8.9846 5.4737 7.0620
H: 6.3464 7.2261 6.7735
H: 7.1139 7.0357 8.3120
H: 5.4825 6.4680 8.1494
H: 8.6291 3.9367 9.0397
C: 1.1482 2.4521 -0.4295
C: 1.8763 1.3715 -1.3118
C: 2.7704 2.0180 -2.3572
C: 2.7611 0.5260 -0.3701
C: 1.9900 -0.4207 0.5667
C: 1.2102 -1.4008 -0.3634
C: 0.2434 -0.5569 -1.3307
C: -0.1933 -1.6983 -2.3716
C: -0.9903 -0.0439 -0.5513
N: 0.9094 0.5826 -2.0067
O: 0.1051 1.3528 -2.8374
H: 0.3982 2.1380 0.2965
H: 1.8826 2.9408 0.2108
H: 0.7190 3.2399 -1.0485
H: 3.2915 1.3274 -3.0202
H: 2.2736 2.7634 -2.9783
H: 3.4461 2.6631 -1.7957
H: 3.5181 -0.0767 -0.8720
H: 3.2587 1.3305 0.1714
H: 2.7481 -0.9506 1.1435
H: 1.3085 -0.0168 1.3153
H: 0.5917 -2.0385 0.2682
H: 1.9617 -2.0528 -0.8087
H: 0.5651 -2.0552 -3.0684
H: -1.1573 -1.4717 -2.8270
H: -0.3842 -2.6957 -1.9754
H: -0.6440 0.3027 0.4224
H: -1.5546 -0.9046 -0.1923
H: -1.7252 0.5630 -1.0802
H: 0.1957 0.8812 -3.6687

2.
This record from OMol25 describes C63H143N5O11 as an isolated structure at a distorted geometry. The level of theory is ωB97M-V with the def2-TZVPD basis set.

Spin multiplicity   1
Kohn-Sham gap   6.291 eV
E_LUMO   0.38 eV

Cartesian coordinates (Å):
C: -35.0001 4.8225 3.2923
C: -34.3074 3.4871 3.5946
C: -34.5716 2.4493 2.4747
C: -33.7695 2.7698 1.2290
C: -32.3169 2.7612 1.5246
C: -31.9109 3.7770 2.6246
N: -32.8300 3.6188 3.7742
O: -32.5482 4.5321 4.8301
C: -30.5132 3.3396 3.0804
C: -31.8216 5.2288 2.1460
C: -34.9195 2.8004 4.8526
H: -34.7431 5.5243 4.0889
H: -36.0798 4.6803 3.3474
H: -34.6749 5.2964 2.3679
H: -34.4105 1.4153 2.7825
H: -35.6271 2.4482 2.1903
H: -34.0515 3.7075 0.7387
H: -33.9649 2.1071 0.3799
H: -31.7765 3.0069 0.6068
H: -31.9930 1.7497 1.7781
H: -29.8149 3.4254 2.2452
H: -30.1503 4.0216 3.8517
H: -30.4480 2.3082 3.4268
H: -32.7415 5.5641 1.6714
H: -31.5268 5.8443 2.9973
H: -30.9988 5.4118 1.4509
H: -35.5799 1.9622 4.6273
H: -35.6381 3.4205 5.3964
H: -34.1220 2.5252 5.5398
H: -31.9904 4.0202 5.4241
C: -25.0253 16.2958 8.9124
C: -24.7209 16.0645 7.4016
C: -23.1848 15.8554 7.2725
C: -22.6640 14.5157 7.7645
C: -23.4140 13.3840 7.0663
C: -24.9686 13.4933 7.0280
N: -25.4415 14.8717 6.9284
O: -26.8319 15.0377 7.0025
C: -25.4029 12.7014 5.7889
C: -25.5111 12.7362 8.2856
C: -24.9931 17.3289 6.5928
H: -26.0223 16.6940 9.0966
H: -24.2435 16.9785 9.2530
H: -24.9110 15.4280 9.5624
H: -22.7421 16.1654 6.3196
H: -22.7139 16.6932 7.7990
H: -22.7292 14.4917 8.8565
H: -21.5787 14.4904 7.6445
H: -23.1179 12.4023 7.4377
H: -22.9968 13.3863 6.0547
H: -24.8918 12.9958 4.8712
H: -25.0401 11.6825 5.9549
H: -26.4848 12.6340 5.6723
H: -26.6006 12.7083 8.1913
H: -25.2569 11.6778 8.3043
H: -25.3028 13.2772 9.2071
H: -24.7521 17.1175 5.5503
H: -24.3439 18.0851 7.0289
H: -26.0645 17.5311 6.6095
H: -27.1062 14.9872 6.0806
C: -34.4596 11.7719 3.0167
C: -33.2755 11.4962 2.0853
C: -32.1647 10.8495 2.9481
C: -32.4075 9.3651 3.2851
C: -32.8347 8.4822 2.1164
C: -33.9253 9.1188 1.1999
N: -33.5261 10.5401 0.9697
O: -34.2359 11.0877 -0.1247
C: -33.8848 8.3582 -0.1249
C: -35.3314 9.0006 1.8304
C: -32.7147 12.7908 1.5057
H: -35.3873 12.0025 2.4862
H: -34.3310 12.6967 3.5880
H: -34.6609 11.0652 3.8209
H: -31.1709 10.8480 2.4976
H: -32.1276 11.4025 3.8888
H: -33.1227 9.2276 4.0995
H: -31.4766 9.0063 3.7310
H: -33.2990 7.6419 2.6373
H: -32.0174 8.0653 1.5292
H: -34.0527 7.2984 0.0644
H: -34.6459 8.6835 -0.8349
H: -32.9262 8.6102 -0.5807
H: -36.0833 9.5079 1.2252
H: -35.5705 7.9411 1.9442
H: -35.3934 9.3722 2.8524
H: -33.4221 13.2515 0.8185
H: -31.8234 12.5571 0.9189
H: -32.3011 13.4012 2.3086
H: -35.1284 11.2475 0.2154
C: -25.6077 7.7396 2.8651
C: -26.2704 9.0067 2.2812
C: -25.9666 9.0835 0.7751
C: -26.9574 8.2047 -0.0673
C: -28.3849 8.4893 0.3167
C: -28.7726 8.3425 1.8191
N: -27.7277 9.1088 2.5468
O: -28.0132 9.1237 3.9225
C: -30.1429 8.9989 2.0062
C: -28.7897 6.8551 2.2864
C: -25.6160 10.2551 2.8403
H: -24.6623 7.8692 3.3949
H: -25.5419 6.9142 2.1580
H: -26.2443 7.4465 3.7062
H: -25.8378 10.0995 0.3983
H: -24.9913 8.6147 0.6213
H: -26.6899 7.1601 0.1008
H: -26.7052 8.5037 -1.0859
H: -28.9068 7.7644 -0.3140
H: -28.5534 9.4919 -0.0840
H: -30.5131 8.8666 3.0265
H: -30.1080 10.0731 1.8257
H: -30.8972 8.4665 1.4266
H: -27.8232 6.3924 2.0867
H: -29.0431 6.8170 3.3441
H: -29.4934 6.2639 1.6968
H: -25.8023 10.3556 3.9114
H: -25.8964 11.1998 2.3719
H: -24.5338 10.1862 2.7051
H: -28.4597 9.9792 4.0167
C: -21.7000 12.2371 0.7103
C: -22.6528 13.4881 0.7805
C: -23.2628 13.5278 2.1687
C: -22.3571 14.0382 3.2882
C: -21.8014 15.4320 2.8926
C: -21.2602 15.5906 1.4773
N: -22.0116 14.7618 0.4922
O: -21.5420 14.9549 -0.8123
C: -21.4641 17.0600 1.0286
C: -19.7738 15.2073 1.4855
C: -23.8719 13.3826 -0.1751
H: -22.2196 11.2826 0.6638
H: -21.0217 12.3315 1.5586
H: -21.0415 12.3432 -0.1557
H: -24.0793 14.2561 2.1706
H: -23.6735 12.5574 2.4523
H: -21.5315 13.3225 3.3542
H: -22.7872 14.0386 4.2888
H: -20.9695 15.6074 3.5807
H: -22.4728 16.2426 3.1831
H: -21.0249 17.7551 1.7486
H: -21.0388 17.3270 0.0624
H: -22.5317 17.2818 1.0103
H: -19.3240 15.1166 0.4941
H: -19.1590 15.9188 2.0338
H: -19.7636 14.1777 1.8506
H: -24.4182 12.4382 -0.2131
H: -23.5598 13.4972 -1.2159
H: -24.5298 14.2222 0.0453
H: -20.8424 14.2887 -0.8697
C: -27.1481 3.2281 6.3476
C: -27.0898 4.2230 5.1959
C: -27.0838 3.6023 3.7952
O: -28.2141 5.0898 5.3023
H: -27.3305 3.7843 7.2680
H: -26.1357 2.8478 6.5133
H: -27.8544 2.4121 6.2122
H: -26.2697 4.9447 5.2439
H: -26.0771 3.7025 3.3855
H: -27.8099 4.0499 3.1201
H: -27.3096 2.5342 3.7581
H: -27.9657 5.8890 5.7870
C: -33.4910 12.3397 -1.7728
C: -32.7975 10.9897 -1.5886
C: -32.0502 10.8663 -0.2588
O: -33.8690 10.0836 -1.6172
H: -34.1729 12.5469 -0.9493
H: -33.9927 12.3156 -2.7392
H: -32.7238 13.1165 -1.8569
H: -32.2379 10.7082 -2.4829
H: -31.7590 9.8189 -0.1651
H: -32.7103 11.0452 0.5923
H: -31.1603 11.4893 -0.1704
H: -34.3832 10.2180 -0.8114
C: -26.1823 8.9028 8.0279
C: -26.0385 7.8533 6.8989
C: -25.3222 6.5756 7.3648
O: -27.3253 7.5317 6.4281
H: -26.6048 9.8586 7.7064
H: -25.2406 9.2386 8.4657
H: -26.8812 8.5109 8.7672
H: -25.4474 8.2440 6.0652
H: -24.5038 6.8850 8.0191
H: -24.7699 6.0931 6.5581
H: -25.9850 5.8975 7.8992
H: -27.6442 8.2626 5.8887
C: -22.2102 8.8347 -2.1029
C: -23.6348 8.8669 -2.6404
C: -24.2228 10.2911 -2.8422
O: -23.7822 8.2036 -3.8653
H: -22.1248 9.5674 -1.3013
H: -21.4595 8.9681 -2.8843
H: -21.9273 7.8581 -1.7055
H: -24.2191 8.3796 -1.8518
H: -23.5675 10.9670 -3.3962
H: -24.4733 10.8568 -1.9413
H: -25.1392 10.2551 -3.4338
H: -24.7169 8.0208 -3.9889
C: -27.5779 12.3147 -1.1354
C: -28.0879 13.0921 0.0665
C: -29.1822 14.1376 -0.2958
O: -28.6235 12.1546 0.9847
H: -28.4109 11.8724 -1.6797
H: -26.8563 11.5905 -0.7422
H: -26.9026 12.8599 -1.7976
H: -27.2701 13.6465 0.5345
H: -28.8924 14.8621 -1.0546
H: -29.4045 14.6682 0.6330
H: -30.1398 13.6901 -0.5655
H: -28.1796 11.3166 0.8103
C: -30.0870 11.6938 5.7014
C: -29.8346 12.3382 4.3139
C: -29.8563 13.8759 4.2884
O: -28.5651 11.9238 3.8529
H: -30.2300 10.6150 5.6435
H: -30.9978 12.1869 6.0474
H: -29.3285 11.8995 6.4586
H: -30.6284 11.8735 3.7219
H: -30.1299 14.3474 3.3410
H: -28.8737 14.2758 4.5403
H: -30.5987 14.3375 4.9441
H: -28.5256 12.2634 2.9501